1.
The following is a quantum chemistry calculation of a 2-piece molecular cluster, C12H16F11O5P overall at a distorted geometry, from the OMol25 dataset.

- SMILES = COCC(=O)O[C@](O)(P(C)C)C(F)(F)F.FC(F)C(F)(F)COC(F)(F)C(F)F
- highest occupied orbital energy (eV) = -8.4
- frontier orbital gap (Eh) = 0.3196

Element x y z (Å)
P -0.751 -3.239 2.417
F -1.891 5.757 -3.459
F -0.270 -2.309 -0.843
F 0.804 3.143 -4.737
F -1.104 1.273 -4.134
F -2.028 6.985 -1.674
F 0.232 4.366 -3.047
F -1.935 3.240 -4.529
F -1.159 4.434 -0.998
F 0.374 -0.197 -0.265
F -1.787 -0.930 0.348
F -3.156 4.820 -0.286
O 5.034 -2.317 2.530
O 0.313 -0.653 2.417
O 1.519 -2.377 1.219
O -2.926 3.490 -2.034
O 2.313 -2.528 3.462
C 5.560 -3.512 1.867
C -2.421 4.653 -1.410
C 0.245 -1.818 1.586
C -1.204 2.539 -3.630
C -1.321 -4.506 1.133
C 0.213 3.103 -3.515
C -2.554 5.899 -2.292
C -2.193 -2.534 3.422
C 3.962 -1.744 1.766
C -1.997 2.433 -2.310
C 2.496 -2.248 2.257
C -0.431 -1.325 0.185
H -2.570 -3.370 4.118
H -1.353 2.218 -1.453
H -1.874 -1.637 4.078
H -0.465 -4.635 0.389
H -2.628 1.545 -2.407
H 4.053 -2.145 0.683
H -3.103 -2.220 2.793
H 3.996 -0.598 1.698
H 5.837 -3.333 0.775
H -0.609 -0.374 2.649
H -3.603 6.104 -2.523
H 4.760 -4.338 1.942
H 0.834 2.482 -2.865
H 6.530 -3.839 2.397
H -1.448 -5.508 1.684
H -2.297 -4.252 0.598

Atom charges from the natural (NBO) analysis, given in e for atoms 1 to 8: atom 1 (P): 0.708, atom 2 (F): -0.315, atom 3 (F): -0.329, atom 4 (F): -0.324, atom 5 (F): -0.325, atom 6 (F): -0.321, atom 7 (F): -0.320, atom 8 (F): -0.312

=====

2.
The following is a quantum chemistry calculation of C12H16F3IrN5OTe as an isolated structure at a distorted geometry, from the OMol25 dataset.

- ΔE to the lowest compared entry with this formula, charge and spin (kcal/mol) = 31.55
- highest occupied orbital energy (spin up / spin down) (eV) = -11.8 / -11.7
- charge = +1
- frontier orbital gap (spin up / spin down) (Eh) = 0.2149 / 0.2133

Element x y z (Å)
Ir -0.384 -0.289 -1.333
Te -0.330 -2.692 -0.403
F -0.372 -2.308 -3.345
F 1.631 -1.747 -2.705
F 0.548 -0.527 -4.107
O -0.072 1.688 -2.073
N -1.599 1.966 0.443
N -2.243 3.455 2.109
N -1.353 0.661 0.406
N -1.978 2.191 1.656
N -2.006 1.149 2.451
C -0.106 -4.879 3.251
C 1.896 3.048 -2.293
C 0.383 -1.237 -2.966
C 0.566 -2.268 2.549
C 0.713 -2.693 3.858
C 0.063 -3.156 1.595
C 1.527 2.379 -3.623
C 0.368 -3.994 4.208
C -1.607 0.188 1.631
C -0.261 -4.468 1.936
C 0.045 2.154 -3.454
C 0.877 2.487 -1.295
H -0.390 1.411 -4.105
H -0.355 -5.895 3.526
H 1.100 -2.014 4.605
H -0.526 3.083 -3.525
H -0.623 -5.160 1.185
H -1.537 -0.845 1.918
H 2.917 2.836 -1.987
H -2.801 3.400 2.950
H 1.317 1.824 -0.550
H 0.316 3.268 -0.788
H 1.759 3.000 -4.484
H 0.854 -1.263 2.269
H -2.626 4.022 1.366
H 2.029 1.418 -3.735
H 0.477 -4.320 5.234
H 1.780 4.128 -2.373

Atom charges from the natural (NBO) analysis, given in e for atoms 1 to 8: atom 1 (Ir): 0.515, atom 2 (Te): 0.707, atom 3 (F): -0.356, atom 4 (F): -0.364, atom 5 (F): -0.353, atom 6 (O): -0.584, atom 7 (N): -0.052, atom 8 (N): -0.593

=====

3.
The following is a quantum chemistry calculation of C12H16F9ORuS4 as an isolated structure, from the OMol25 dataset.

- highest occupied orbital energy (spin up / spin down) (eV) = -15.6 / -17.3
- multiplicity = 6
- charge = +2
- frontier orbital gap (spin up / spin down) (Eh) = 0.3615 / 0.2817

Element x y z (Å)
Ru -0.093 -0.139 -0.102
S 1.878 -1.709 0.471
S -1.479 -2.353 -0.240
S 0.437 0.650 2.362
S -2.412 0.863 0.477
F -2.221 -0.757 -3.312
F -1.573 1.762 -3.366
F 1.519 -0.495 -5.153
F -0.408 1.503 -5.171
F -1.123 -1.108 -5.143
F 0.493 2.338 -3.390
F 2.345 0.510 -3.423
F -0.684 -2.255 -3.364
F 1.798 -1.559 -3.290
O 0.018 0.004 -1.980
C 0.023 0.009 -3.365
C -2.172 1.565 2.128
C 1.088 -3.318 0.171
C -1.024 -1.047 -3.835
C -0.346 -3.473 0.651
C 2.088 -1.579 2.267
C -0.372 1.440 -3.855
C 0.918 -0.978 3.031
C 1.457 -0.386 -3.842
C -3.419 -0.635 0.715
C -1.243 0.804 3.057
C -2.676 -1.917 1.063
H 2.312 -2.577 2.645
H -0.679 -4.489 0.440
H -2.143 -1.850 2.009
H 2.987 -0.974 2.382
H -3.160 1.669 2.579
H -1.802 2.571 1.926
H -3.395 -2.733 1.130
H -0.455 -3.297 1.719
H -1.610 -0.196 3.275
H 1.201 -0.826 4.071
H 1.167 -3.437 -0.911
H 1.720 -4.077 0.632
H -1.150 1.344 3.998
H -4.153 -0.411 1.491
H -3.958 -0.736 -0.226
H 0.041 -1.622 3.002

Atom charges from the natural (NBO) analysis, given in e for atoms 1 to 8: atom 1 (Ru): 1.261, atom 2 (S): 0.331, atom 3 (S): 0.360, atom 4 (S): 0.282, atom 5 (S): 0.329, atom 6 (F): -0.311, atom 7 (F): -0.305, atom 8 (F): -0.273

=====

Quick rundown of total energy, same order as above: -62118.6666; -40476.0732; -85115.0408 eV